Entry from OMol25: 20 unconnected molecules or ions with the total composition H39O20 in a non-equilibrium geometry (ωB97M-V/def2-TZVPD).

Values from the calculation:
Frontier orbital gap ... 9.8 eV
Energy above the lowest of the compared OMol25 structures with the same formula, charge and spin ... 154.6 kcal per mole
Electronic energy ... -41582.0984 eV
Total charge ... -1

Last column: natural (NBO) charge in e.
Positions of all 59 atoms, in Å:
O1 -2.5373 2.4058 1.6538  -0.9781
H1 -1.0881 0.1936 2.5218  0.4511
O2 4.4762 -0.7822 1.2272  -0.9012
H2 3.7854 -1.0006 0.5423  0.4567
H3 3.8363 -0.4556 1.7371  0.4450
O3 1.4129 -0.3488 0.5501  -1.2476
H4 1.9704 0.3628 0.4593  0.4455
H5 0.2591 0.6540 0.2132  0.4720
O4 -2.9470 0.4637 -1.3232  -0.9930
H6 -2.1930 0.7598 -0.7884  0.4995
H7 -2.9019 1.6474 1.3091  0.4575
O5 -0.4438 1.4162 0.1793  -1.0702
H8 -1.5840 1.9343 1.7679  0.5120
H9 0.3684 1.8704 -0.3471  0.5073
O6 -3.6678 -1.6324 2.0368  -0.9513
H10 -4.5474 -1.1616 2.2979  0.4623
H11 -2.7638 -0.4231 -1.4933  0.4924
O7 0.4155 -0.4931 -2.0148  -0.9719
H12 1.2367 -0.9990 -1.9216  0.5027
H13 0.1538 -0.1781 -1.1945  0.4905
O8 1.1474 2.0240 -2.1380  -0.9960
H14 2.0875 0.2089 3.8768  0.5010
H15 -2.5163 4.4579 1.2886  0.4849
O9 -1.8868 -1.5671 -2.9052  -0.9798
H16 -1.4426 -0.7734 -3.1272  0.4939
H17 -1.3583 -2.3240 -2.6487  0.4951
O10 -3.2234 3.7828 -2.4346  -0.9484
H18 -3.6472 2.9855 -1.9807  0.4815
H19 -2.3011 3.6584 -2.0533  0.4678
O11 2.6305 -0.0197 4.6595  -0.9799
H20 -0.3768 -1.3919 0.4861  0.5069
H21 2.2657 0.1144 5.5188  0.4788
O12 -0.2141 0.1719 2.7379  -1.0203
H22 0.4039 -0.0628 1.9036  0.5154
H23 -3.2021 -1.0847 1.4207  0.4854
O13 -1.2058 -1.7484 0.9812  -1.0238
H24 -1.1364 -1.7567 2.0144  0.5082
H25 2.0004 1.8611 -2.5365  0.4629
O14 -3.1330 5.0071 2.0027  -0.9608
H26 0.5939 1.1960 -2.4230  0.5024
H27 -3.4117 4.2023 2.4139  0.4710
O15 3.2114 -3.4601 -1.1684  -0.9585
H28 2.4112 -3.0822 -0.8071  0.4735
H29 3.7696 -3.0646 -0.4417  0.4813
O16 5.4751 2.2070 0.0588  -0.9150
H30 5.2280 2.4816 0.9184  0.4634
H31 5.3374 2.8983 -0.4746  0.4521
O17 2.3058 -2.7257 1.4005  -0.9952
H32 1.3685 -3.0178 1.4220  0.4797
H33 2.3741 -1.7542 1.4557  0.4970
O18 -5.5271 -0.2727 -0.5839  -0.9592
H34 -4.6137 -0.2126 -0.8893  0.4917
H35 -5.5380 -0.3445 0.3270  0.4490
O19 -0.1850 -5.5257 -1.5191  -0.9356
H36 -0.4227 -6.1087 -0.8600  0.4606
H37 0.8157 -5.6651 -1.5905  0.4754
O20 3.7127 1.2154 -3.4936  -0.9126
H38 3.0265 1.9778 -3.8082  0.4556
H39 3.2198 0.4523 -3.7644  0.4691

***

Entry from OMol25: 4 unconnected molecules or ions with the total composition C25H57N3O5 in a non-equilibrium geometry (ωB97M-V/def2-TZVPD).

Values from the calculation:
SMILES string ... CC1(C)CCCC(C)(C)N1O.CC1(C)CCCC(C)(C)N1O.COCCNCCOC.CO
Frontier orbital gap ... 9.0 eV
Energy above the lowest of the compared OMol25 structures with the same formula, charge and spin ... 0.0 kcal per mole
Electronic energy ... -41553.4133 eV

Last column: Löwdin charge in e.
Positions of all 90 atoms, in Å:
C1 15.0870 20.3152 -24.8391  -0.0341
C2 15.9364 19.0806 -24.5865  -0.5151
C3 17.1494 19.4632 -23.7341  -0.0200
C4 15.0347 18.0938 -23.8123  -0.1362
C5 15.5660 16.6584 -23.7641  -0.1576
C6 15.8774 16.1727 -25.1852  -0.1245
C7 16.8614 17.0744 -25.9481  -0.5098
C8 18.3086 16.9591 -25.5014  -0.0292
C9 16.7525 16.6586 -27.4166  -0.0396
N1 16.2648 18.4435 -25.8713  -0.0714
O1 17.1068 19.3446 -26.5971  -0.0412
H1 14.1042 20.0743 -25.2457  0.0822
H2 14.9678 20.9380 -23.9524  0.0880
H3 15.5539 20.9683 -25.5850  0.0791
H4 16.7789 19.8180 -22.7713  0.0773
H5 17.8477 18.6458 -23.5695  0.0618
H6 17.6799 20.2768 -24.2323  0.0872
H7 15.0354 18.4365 -22.7717  0.0960
H8 14.0012 18.0892 -24.1478  0.0888
H9 16.4131 16.5862 -23.0801  0.1004
H10 14.7812 15.9838 -23.4130  0.1001
H11 14.9641 16.0314 -25.7603  0.0996
H12 16.3276 15.1757 -25.1002  0.1252
H13 18.6858 15.9801 -25.7988  0.0850
H14 18.4147 17.0072 -24.4139  0.0635
H15 18.9345 17.7615 -25.8878  0.0877
H16 17.3533 17.2698 -28.0944  0.0815
H17 15.7311 16.6165 -27.7904  0.0756
H18 17.1842 15.6548 -27.4766  0.0862
H19 16.6695 19.4577 -27.4474  0.1004
C10 14.6337 15.1444 -20.4370  -0.0306
C11 14.2848 15.6960 -19.0786  -0.5097
C12 12.8202 15.3570 -18.7388  -0.0307
C13 15.1236 15.0377 -17.9589  -0.1362
C14 16.5396 15.5747 -17.9013  -0.1694
C15 16.5142 17.0922 -17.6755  -0.1229
C16 15.7084 17.8131 -18.7789  -0.5140
C17 15.4923 19.2524 -18.3357  -0.0479
C18 16.5545 17.8827 -20.0601  -0.0302
N2 14.4158 17.1493 -18.9682  -0.0750
O2 13.6382 17.8037 -19.9742  -0.0351
H20 14.4580 14.0716 -20.5723  0.0948
H21 14.0212 15.5754 -21.2377  0.0677
H22 15.6667 15.2785 -20.7590  0.0679
H23 12.5745 15.6450 -17.7189  0.0838
H24 12.1326 15.8984 -19.3961  0.0682
H25 12.5802 14.3081 -18.9228  0.0893
H26 14.5675 15.0353 -17.0200  0.1150
H27 15.2080 13.9660 -18.1819  0.1233
H28 17.1891 15.1117 -17.1600  0.1134
H29 16.9685 15.4025 -18.8917  0.1008
H30 17.5459 17.4187 -17.8232  0.1194
H31 16.1117 17.3693 -16.7024  0.1225
H32 15.0893 19.9118 -19.1119  0.0830
H33 16.4093 19.6955 -17.9519  0.0891
H34 14.7188 19.3548 -17.5623  0.0903
H35 16.0168 18.3226 -20.9058  0.0591
H36 16.8954 16.9179 -20.4338  0.0647
H37 17.4198 18.5346 -19.9184  0.0921
H38 13.2049 18.4740 -19.4308  0.1139
C19 12.4873 16.9311 -26.8563  -0.1229
O3 12.4077 15.5357 -26.9848  -0.1797
C20 11.1731 15.0509 -26.4855  -0.2335
C21 11.1738 13.5561 -26.3287  -0.2293
N3 11.1610 12.8659 -27.5965  -0.0726
C22 11.3666 11.4231 -27.5263  -0.1998
C23 11.5284 10.9093 -28.9489  -0.2342
O4 12.0742 9.6135 -28.8661  -0.1949
C24 12.2466 8.9435 -30.0857  -0.1195
H39 13.2279 17.3540 -27.5410  0.0827
H40 12.8090 17.1967 -25.8454  0.0755
H41 11.5907 17.4968 -27.1373  0.0921
H42 10.4112 15.3436 -27.2225  0.1298
H43 10.9025 15.4785 -25.5131  0.1063
H44 10.3105 13.2342 -25.7386  0.1219
H45 12.0343 13.2922 -25.6856  0.1234
H46 11.7643 13.2933 -28.2836  0.1044
H47 10.4829 10.9423 -27.1038  0.1220
H48 12.2476 11.1815 -26.9233  0.1209
H49 12.2049 11.5603 -29.5191  0.1232
H50 10.5601 10.9062 -29.4606  0.1260
H51 13.0398 9.4037 -30.6897  0.0858
H52 11.3334 8.9578 -30.6872  0.0858
H53 12.5747 7.9333 -29.8588  0.0860
C25 11.0608 16.5773 -22.3899  -0.1543
O5 12.0402 17.6066 -22.4272  -0.1289
H54 11.5178 15.6132 -22.1375  0.0746
H55 10.2579 16.8455 -21.6922  0.0793
H56 10.5932 16.4650 -23.3691  0.0593
H57 12.4602 17.6056 -21.5582  0.0272

***

Entry from OMol25: a molecular structure, C6H10O (ωB97M-V/def2-TZVPD).

Values from the calculation:
Frontier orbital gap (spin up / spin down) ... 7.6 / 7.5 eV
Energy above the lowest of the compared OMol25 structures with the same formula, charge and spin ... 152.3 kcal per mole
Electronic energy ... -8424.6378 eV

Last column: natural (NBO) charge in e.
Positions of all 17 atoms, in Å:
C1 -1.5272 0.9400 0.6185  -0.4712
C2 -0.8353 -0.2791 0.5817  -0.3287
C3 -0.4886 -1.2239 -0.7501  -0.3421
C4 1.0109 -1.3077 -0.5537  0.0278
O1 1.7269 -0.4566 -1.4345  -0.5152
C5 1.2966 0.6939 -0.6744  -0.1393
C6 0.6697 -0.1814 0.4152  0.0315
H1 -1.3209 1.7204 -0.1097  0.1928
H2 -0.0792 1.4663 1.7340  0.0199
H3 -2.4311 1.0514 1.2073  0.2107
H4 -1.1211 -0.9721 1.3755  0.2336
H5 -1.0314 -2.1523 -0.5810  0.2437
H6 -0.7758 -0.7308 -1.6767  0.2382
H7 1.4822 -2.2669 -0.3411  0.2031
H8 0.6182 1.3449 -1.2436  0.1849
H9 2.1577 1.2758 -0.3298  0.2114
H10 0.6483 1.0781 1.7624  -0.0012